74
Properties=species:S:1:pos:R:3:lowdin_charge:R:1 method="wB97M-V/def2-TZVPD" charge=+1 homo_lumo_gap_ha=0.2675 energy_ev=-38669.058 lumo_ha=-0.125 homo_ev=-10.690
N -2.57 -1.65 5.90 0.00
C -3.26 -2.76 5.25 -0.29
C -3.85 -2.32 3.91 -0.19
C -3.68 -3.39 2.83 -0.15
C -2.25 -3.36 2.32 -0.30
C -1.94 -2.32 1.25 -0.11
C -0.41 -2.30 1.15 -0.12
N 0.02 -3.67 0.79 0.14
C -0.53 -4.73 1.41 -0.36
N 0.25 -5.79 1.72 0.19
N -1.85 -4.67 1.69 0.14
H -3.04 -0.78 5.70 0.06
H -2.59 -1.74 6.91 0.07
H -2.53 -3.56 5.08 0.10
H -4.04 -3.21 5.88 0.12
H -3.31 -1.43 3.60 0.11
H -4.90 -2.06 4.01 0.12
H -4.38 -3.23 2.01 0.13
H -3.91 -4.37 3.27 0.12
H -1.57 -3.21 3.16 0.14
H -2.31 -2.70 0.30 0.13
H -2.35 -1.33 1.46 0.12
H 0.00 -2.04 2.13 0.13
H -0.02 -1.58 0.43 0.10
H 1.03 -3.79 0.73 0.16
H -0.02 -6.73 1.47 0.13
H 1.09 -5.66 2.26 0.13
H -2.15 -5.48 2.21 0.15
C 1.20 1.80 -5.39 -0.10
O 0.05 1.86 -4.57 -0.21
C -1.16 1.89 -5.31 -0.20
C -2.29 1.29 -4.51 -0.17
O -2.28 -0.13 -4.42 -0.11
C -1.29 -0.73 -3.61 -0.19
C -1.50 -0.57 -2.12 -0.21
O -1.17 0.73 -1.70 -0.21
C -1.93 1.21 -0.62 -0.10
H 1.34 2.72 -5.97 0.09
H 2.06 1.67 -4.73 0.08
H 1.15 0.95 -6.08 0.09
H -1.05 1.34 -6.25 0.13
H -1.42 2.93 -5.55 0.13
H -3.22 1.51 -5.04 0.13
H -2.34 1.76 -3.53 0.12
H -0.28 -0.38 -3.88 0.12
H -1.34 -1.80 -3.84 0.13
H -0.83 -1.28 -1.60 0.11
H -2.54 -0.82 -1.88 0.13
H -3.01 1.15 -0.83 0.10
H -1.67 2.25 -0.47 0.09
H -1.72 0.66 0.31 0.07
C 2.14 0.69 -1.54 -0.11
O 2.63 1.97 -1.25 -0.18
C 1.62 2.84 -0.75 -0.19
C 2.20 3.87 0.19 -0.18
O 2.53 3.37 1.47 -0.12
C 3.71 2.59 1.60 -0.19
C 5.00 3.38 1.53 -0.21
O 5.29 3.76 0.20 -0.20
C 6.01 4.97 0.11 -0.11
H 1.43 0.71 -2.38 0.07
H 2.99 0.06 -1.80 0.09
H 1.63 0.25 -0.67 0.08
H 0.85 2.26 -0.23 0.11
H 1.14 3.35 -1.59 0.13
H 1.41 4.60 0.38 0.13
H 3.04 4.39 -0.27 0.12
H 3.73 1.77 0.87 0.12
H 3.65 2.16 2.60 0.13
H 5.81 2.74 1.91 0.13
H 4.92 4.26 2.17 0.13
H 5.49 5.78 0.63 0.09
H 6.08 5.22 -0.95 0.09
H 7.02 4.88 0.52 0.09